1.
The following is a quantum chemistry calculation of a structure of composition C27H39BN7OPdS3, from the Open Molecules 2025 dataset.

The value obtained for the largest force on an atom is 0.0097 Eh/bohr. Its spin multiplicity is 3. Its net charge is +3. As for the total energy: -2857.08868 a.u.

Last column: Löwdin spin population.
Atoms and positions in Å:
Pd1 -0.074407 0.612038 -3.972974  0.070
C1 -3.583195 -3.010859 -2.479862  0.012
C2 -2.278268 -2.613447 -1.890745  0.075
C3 -1.627897 -3.383778 -0.941326  -0.030
C4 -0.400885 -2.998599 -0.404984  0.064
N1 0.165850 -1.821846 -0.785526  0.117
N2 -0.421891 -1.101094 -1.679123  0.080
B1 0.085803 0.382711 -1.831276  0.005
N3 -0.948968 1.288471 -1.147802  0.008
N4 -1.554419 0.830781 -0.047285  0.000
C5 -2.366980 1.652336 0.581832  0.001
C6 -2.540806 2.987345 0.124834  0.000
C7 -1.936114 3.448968 -1.016133  0.003
C8 -2.106449 4.821989 -1.568307  0.001
C9 -1.138837 2.489995 -1.681114  0.012
S1 -0.367331 2.752459 -3.224844  0.048
C10 -3.084600 1.083278 1.797957  0.000
C11 -4.131224 2.055293 2.339537  0.000
C12 -3.773916 -0.225500 1.383868  0.000
C13 -2.036994 0.795054 2.881498  0.000
N5 1.523518 0.698327 -1.418032  0.002
N6 1.693598 0.710230 -0.087564  0.005
C14 2.857949 1.097313 0.390303  0.001
C15 3.896771 1.494828 -0.485182  0.001
C16 3.729708 1.492621 -1.845517  0.002
C17 4.793546 1.910218 -2.803661  0.000
C18 2.451009 1.089405 -2.296202  0.001
S2 2.100984 1.114653 -4.002357  0.041
C19 3.023332 1.073957 1.903479  0.000
C20 4.275799 1.828104 2.346135  0.000
C21 3.144251 -0.396006 2.328118  0.000
C22 1.788412 1.713533 2.546120  0.000
C23 -1.607338 -1.433954 -2.291854  0.041
S3 -2.182723 -0.420213 -3.522536  0.543
C24 0.336475 -3.747410 0.669247  0.011
C25 0.110005 -2.931321 1.964180  0.014
C26 1.831737 -3.815712 0.323039  0.007
C27 -0.212055 -5.159896 0.858776  0.000
H1 -3.935571 -3.936807 -2.033462  0.000
H2 -3.498220 -3.155218 -3.558554  0.004
H3 -4.332407 -2.234242 -2.312139  0.005
H4 -2.078526 -4.309528 -0.608763  -0.002
H5 -3.193817 3.647766 0.678768  0.000
H6 -2.763388 5.414176 -0.936597  0.000
H7 -2.534015 4.784165 -2.572087  0.000
H8 -1.144138 5.332538 -1.633033  0.000
H9 -4.883755 2.310792 1.592681  0.000
H10 -3.685849 2.973672 2.723426  0.000
H11 -4.649826 1.585245 3.173642  0.000
H12 -4.537235 -0.052736 0.623438  0.000
H13 -4.265748 -0.660270 2.253048  0.000
H14 -3.049235 -0.950384 1.009595  0.000
H15 -1.488738 1.694497 3.163760  0.000
H16 -1.325518 0.042256 2.541201  0.000
H17 -2.536817 0.416480 3.772154  0.000
H18 4.837459 1.826837 -0.068055  0.000
H19 5.679534 2.237659 -2.265909  0.000
H20 4.448014 2.730033 -3.435713  0.000
H21 5.077898 1.079539 -3.452597  0.000
H22 5.192492 1.374539 1.968251  0.000
H23 4.335943 1.795583 3.433254  0.000
H24 4.251691 2.879334 2.054743  0.000
H25 4.043038 -0.857283 1.916712  0.000
H26 2.278641 -0.970772 2.004534  0.000
H27 3.209166 -0.451341 3.414226  0.000
H28 1.687647 2.760272 2.254387  0.000
H29 1.888291 1.678048 3.630358  0.000
H30 0.880161 1.180771 2.268526  0.000
H31 0.369935 -1.880472 1.833390  0.001
H32 0.738867 -3.347676 2.750297  0.002
H33 -0.929759 -2.997344 2.287860  0.000
H34 2.249797 -2.837909 0.089602  0.001
H35 2.005797 -4.488279 -0.516913  0.000
H36 2.367728 -4.210093 1.185161  0.001
H37 -1.243617 -5.163115 1.211087  0.000
H38 0.381303 -5.666740 1.618299  0.000
H39 -0.140921 -5.752039 -0.054068  0.000
O1 0.745944 -0.349272 -6.895427  0.365
N7 0.114301 0.163038 -6.123799  0.488

Cartesian forces (eV/Å) of the 3 atoms listed first:
Pd -0.063 0.169 0.466
C -0.064 -0.040 -0.009
C 0.062 -0.073 0.089

2.
The following is a quantum chemistry calculation of the molecule C27H39ClN4O2 in a non-equilibrium geometry, from the Open Molecules 2025 dataset.

The value obtained for the largest force on an atom is 0.0240 Eh/bohr. Its spin multiplicity is 1. As for the total energy: -1881.98124 a.u.

Last column: Mulliken charge in e.
Atoms and positions in Å:
C1 3.243049 2.003586 2.815597  -1.351
C2 4.043425 1.527211 1.663871  0.688
O1 5.022249 0.605147 1.844678  -0.435
C3 5.545214 0.394138 0.616085  0.417
C4 6.634802 -0.536362 0.425945  0.337
C5 7.176802 -1.237351 1.502860  -0.633
C6 8.221745 -2.117241 1.295570  -0.494
C7 8.738712 -2.311768 0.025445  -0.504
C8 8.193023 -1.610356 -1.040456  0.368
Cl1 8.833932 -1.849481 -2.627559  -0.218
C9 7.148480 -0.725737 -0.857044  -0.677
N1 4.965335 1.105905 -0.308761  -0.636
C10 4.008132 1.837599 0.329901  0.904
C11 3.130511 2.806867 -0.387232  -1.177
N2 1.772900 2.767636 0.128363  0.294
C12 0.987588 3.906077 -0.323489  -0.783
C13 -0.374563 3.916788 0.364711  -1.275
C14 -1.136899 2.611549 0.130914  0.032
C15 -1.623664 2.480852 -1.314732  0.383
O2 -1.256555 3.189464 -2.231296  -0.710
N3 -2.533383 1.500663 -1.470721  0.075
C16 -3.054246 1.103905 -2.757024  -0.976
C17 -3.018547 -0.415879 -2.903488  -0.818
C18 -3.991942 -1.117966 -1.947110  -0.509
N4 -3.599176 -0.938297 -0.554016  0.765
C19 -4.683896 -0.723767 0.384896  -1.569
C20 -5.418168 -2.010362 0.782884  1.101
C21 -6.560550 -1.707897 1.745944  -1.820
C22 -4.402919 -2.962759 1.416518  -1.192
C23 -3.216215 -3.238447 0.485472  0.561
C24 -3.584344 -4.240764 -0.608586  -1.770
C25 -2.644094 -1.904583 -0.041726  -1.685
C26 -0.228886 1.433199 0.501956  -0.058
C27 1.101284 1.532808 -0.235909  -1.013
H1 2.864783 1.158799 3.389363  0.302
H2 3.853781 2.616388 3.478720  0.356
H3 2.415452 2.592516 2.430876  0.162
H4 6.774467 -1.084108 2.492219  0.441
H5 8.642721 -2.659204 2.129003  0.402
H6 9.554783 -2.997136 -0.140115  0.416
H7 6.720254 -0.176546 -1.679292  0.524
H8 3.522611 3.817610 -0.230501  0.460
H9 3.182457 2.588990 -1.466685  0.245
H10 1.527667 4.820267 -0.061780  0.436
H11 0.839062 3.888651 -1.413023  0.389
H12 -0.231447 4.052681 1.439070  0.443
H13 -0.955533 4.755756 -0.020109  0.404
H14 -2.026281 2.594712 0.772108  0.611
H15 -2.794423 0.876306 -0.715394  0.132
H16 -4.086382 1.461046 -2.866559  0.260
H17 -2.442076 1.588930 -3.522345  0.474
H18 -2.001959 -0.767926 -2.721577  0.217
H19 -3.289918 -0.679659 -3.926830  0.431
H20 -4.052436 -2.174426 -2.230514  0.186
H21 -4.984058 -0.680557 -2.083949  0.536
H22 -5.382171 -0.001570 -0.045265  0.527
H23 -4.251467 -0.275757 1.288282  0.329
H24 -5.835475 -2.468016 -0.120095  0.199
H25 -7.070587 -2.625088 2.031726  0.429
H26 -7.285515 -1.040940 1.284330  0.417
H27 -6.181771 -1.231155 2.647849  0.346
H28 -4.886805 -3.905214 1.682384  0.419
H29 -4.033654 -2.507093 2.339441  0.379
H30 -2.416142 -3.697636 1.079055  0.409
H31 -4.492230 -3.956646 -1.133348  0.315
H32 -3.753706 -5.220107 -0.164136  0.451
H33 -2.777036 -4.333534 -1.332313  0.410
H34 -1.902246 -2.103804 -0.817641  0.548
H35 -2.128569 -1.419678 0.797412  0.453
H36 -0.709520 0.483588 0.260060  -0.384
H37 -0.035246 1.460217 1.576499  0.486
H38 1.744365 0.694713 0.045607  0.589
H39 0.925123 1.480253 -1.324967  0.226

Cartesian forces (eV/Å) of the 3 atoms listed first:
C 0.340 -0.193 0.096
C -0.593 0.665 -0.854
O 0.316 -0.304 0.084